Density functional theory data (ωB97M-V/def2-TZVPD) for a structure of composition C45H65LiN5SSbSi.

HOMO energy (eV): -5.538
Molar mass (g/mol): 864.90
Kohn-Sham gap (eV): 5.3
Calculated total energy (eV): -80625.1675

Geometry as ORCA input:
```
! RIJCOSX wB97M-V def2-TZVPD def2/J DEFGRID3
* xyz 0 1
Li 1.07 -0.16 -0.12
C -0.08 0.91 4.03
C -0.13 0.50 2.71
N 0.88 0.62 1.88
C 1.99 1.23 2.32
C 2.15 1.66 3.64
C 1.07 1.50 4.49
C 3.43 2.24 4.06
C 4.41 2.43 3.20
C 4.25 2.02 1.79
C 5.27 2.15 0.83
C 5.14 1.58 -0.38
C 3.89 0.95 -0.68
N 2.90 0.89 0.18
C 3.08 1.37 1.40
H -0.94 0.82 4.71
H -1.04 -0.05 2.36
H 1.21 1.84 5.51
H 3.56 2.49 5.10
H 5.41 2.69 3.56
H 6.17 2.62 1.10
H 5.85 1.67 -1.17
H 3.73 0.52 -1.65
N -0.20 2.56 -3.39
C 0.23 1.99 -4.58
C 0.59 2.80 -5.67
C 1.07 2.15 -6.81
C 1.21 0.76 -6.86
C 0.87 0.03 -5.75
C 0.38 0.62 -4.62
S -0.30 -0.21 -3.19
N 0.25 0.80 -1.92
C 0.27 2.06 -2.18
C 0.81 3.13 -1.28
C 1.51 4.21 -1.83
C 2.00 5.19 -0.99
C 1.72 5.03 0.36
C 1.01 3.93 0.75
N 0.53 3.00 -0.02
H -0.36 3.55 -3.38
H 0.52 3.88 -5.66
H 1.28 2.73 -7.67
H 1.54 0.25 -7.78
H 1.05 -1.07 -5.77
H 1.73 4.22 -2.92
H 2.66 5.99 -1.39
H 2.12 5.72 1.10
H 0.79 3.84 1.81
C 2.11 -2.43 3.10
C 1.18 -3.39 2.27
C 1.52 -4.86 2.62
C -0.18 -3.09 2.93
Si 1.28 -2.79 0.36
C -0.37 -3.64 -0.41
C -0.81 -5.03 0.04
C -0.27 -3.75 -1.97
C -1.51 -2.67 -0.19
C 2.83 -3.83 -0.43
C 3.01 -3.12 -1.78
C 4.15 -3.65 0.35
C 2.70 -5.37 -0.61
H 2.34 -2.93 4.04
H 1.58 -1.51 3.35
H 3.06 -2.15 2.60
H 1.39 -5.02 3.71
H 2.51 -5.17 2.36
H 0.89 -5.56 2.07
H -0.09 -3.22 4.01
H -0.96 -3.74 2.53
H -0.51 -2.03 2.83
H -0.04 -5.75 -0.21
H -1.71 -5.26 -0.50
H -1.04 -5.16 1.10
H 0.42 -4.47 -2.40
H 0.01 -2.74 -2.32
H -1.25 -3.97 -2.40
H -1.35 -1.78 -0.78
H -2.46 -3.07 -0.60
H -1.63 -2.37 0.82
H 3.09 -2.03 -1.66
H 2.20 -3.30 -2.47
H 3.94 -3.43 -2.27
H 4.44 -2.59 0.42
H 4.96 -4.22 -0.19
H 4.05 -4.00 1.37
H 1.87 -5.67 -1.21
H 2.60 -5.86 0.37
H 3.62 -5.76 -1.03
C -4.06 1.54 -2.74
C -4.55 0.80 -1.47
C -6.01 1.04 -1.25
Sb -3.31 1.15 0.25
C -3.72 3.26 0.40
C -4.09 3.73 1.83
C -2.58 4.21 -0.12
C -4.70 0.46 1.79
C -4.07 0.45 3.22
C -5.05 -0.98 1.40
H -4.55 1.15 -3.65
H -2.99 1.37 -2.93
H -4.22 2.65 -2.69
H -4.32 -0.28 -1.63
H -6.23 2.09 -0.89
H -6.46 0.38 -0.49
H -6.60 0.99 -2.17
H -4.60 3.54 -0.21
H -3.14 3.73 2.42
H -4.77 3.07 2.33
H -4.40 4.74 1.86
H -1.74 4.20 0.55
H -2.94 5.22 -0.16
H -2.23 3.90 -1.08
H -5.58 1.09 1.72
H -3.16 -0.17 3.18
H -4.72 -0.03 3.95
H -3.81 1.45 3.61
H -4.14 -1.60 1.26
H -5.69 -1.02 0.50
H -5.72 -1.41 2.15
*
```

Results of the Mulliken charge analysis, in e, for atoms 1 through 4: 1.798, -0.750, -0.995, 1.594